# C33H88AgO15PPt

A molecular structure, C33H88AgO15PPt in a non-equilibrium geometry (ωB97M-V/def2-TZVPD, the OMol25 dataset).

Its orbital gap (alpha / beta) is 0.3156 / 0.2818 Ha. The spin multiplicity is 3. As for the expectation value of S²: 2.0048. The LUMO energy (alpha / beta) is 0.296 / -1.003 eV. The calculation puts the largest force on an atom at 3.9 eV/A. Its relative energy (zero: lowest compared OMol25 entry of this formula, charge and spin) is 0.00 kJ/mol. The calculation puts the HOMO energy (alpha / beta) at -8.3 / -8.7 eV.

```
139
Properties=species:S:1:pos:R:3:lowdin_charge:R:1
Ag -2.1523 3.5543 -1.1766 0.832
Pt 0.5957 -0.7114 0.7078 1.240
P -1.5023 0.9516 0.1703 0.011
O -1.9049 2.3201 0.7173 -0.376
O -2.2798 0.5656 -1.0485 -0.334
O -1.4107 -0.0858 1.3043 -0.396
O 0.0493 1.0600 -0.1959 -0.474
C 3.8442 -5.4518 1.1217 -0.039
C 3.3075 -5.1606 -0.2429 -0.464
C 2.3264 -6.0743 -0.8895 -0.049
O 2.7720 -3.7890 -0.1451 -0.110
H 4.5822 -4.6693 1.2480 0.085
H 4.2972 -6.4444 1.1893 0.090
H 3.0639 -5.4049 1.8729 0.069
H 4.1404 -5.1268 -0.9636 0.139
H 2.7798 -7.0656 -0.9198 0.091
H 2.1605 -5.7793 -1.8845 0.061
H 1.3848 -6.0976 -0.3585 0.079
H 2.6866 -3.3827 -1.0458 0.063
C 3.7062 -0.3195 1.7643 -0.052
C 2.8499 -0.2350 2.9961 -0.494
C 3.4401 0.6646 4.0649 -0.035
O 1.5994 0.3394 2.6548 -0.137
H 4.6708 -0.7684 1.9183 0.088
H 3.9351 0.6499 1.3401 0.079
H 3.2259 -0.8518 0.9531 0.031
H 2.7577 -1.2496 3.4232 0.129
H 3.5369 1.6744 3.7045 0.081
H 4.5037 0.3916 4.1803 0.091
H 2.9181 0.5027 5.0065 0.089
H 1.1145 0.5536 3.5082 0.111
C -1.1750 -1.6206 -3.5939 -0.032
C -1.2213 -2.6224 -2.4697 -0.515
C -0.2161 -3.7324 -2.6857 -0.031
O -0.9324 -1.9738 -1.2502 -0.131
H -1.5059 -2.1791 -4.5064 0.103
H -0.1476 -1.2976 -3.6712 0.075
H -1.8856 -0.7763 -3.4357 0.089
H -2.2384 -3.0348 -2.4344 0.134
H -0.2517 -4.5608 -1.9740 0.077
H 0.7916 -3.2402 -2.6450 0.075
H -0.4662 -4.1950 -3.6122 0.074
H -1.5646 -1.2080 -1.3179 0.043
C 3.1723 3.0911 -1.0235 -0.053
C 2.0603 3.7755 -1.7490 -0.464
C 2.5433 4.3884 -3.0443 -0.058
O 1.0334 2.8121 -2.1592 -0.110
H 2.9003 2.4109 -0.2062 0.067
H 3.8212 3.8675 -0.5604 0.094
H 3.7905 2.4931 -1.7119 0.075
H 1.5704 4.5696 -1.1480 0.130
H 2.8859 3.6077 -3.7138 0.073
H 3.4629 5.0212 -2.8512 0.102
H 1.8375 5.0317 -3.6304 0.079
H 0.7503 2.2533 -1.4150 0.030
C 2.0612 5.3778 2.3018 -0.056
C 1.0199 4.2951 1.9951 -0.462
C 0.0414 3.9461 3.1430 -0.041
O 0.2402 4.7782 0.8894 -0.104
H 2.8167 5.6040 1.5143 0.074
H 2.6655 5.0863 3.2061 0.087
H 1.5325 6.3125 2.4632 0.073
H 1.5312 3.3951 1.6506 0.114
H -0.6924 4.7113 3.4365 0.090
H 0.5550 3.7539 4.0596 0.058
H -0.5109 3.0713 2.8293 0.049
H -0.3118 4.0752 0.4637 0.043
C -1.5751 -1.4734 5.3237 -0.040
C -1.7858 -0.0041 4.8702 -0.500
C -1.8551 0.9093 6.0806 -0.049
O -0.8181 0.3228 3.9314 -0.099
H -1.8805 -1.7362 6.3263 0.069
H -0.4697 -1.5998 5.2410 0.077
H -2.0835 -2.1672 4.6040 0.080
H -2.7358 0.0837 4.3397 0.137
H -1.0805 0.7070 6.8017 0.070
H -2.8756 0.8536 6.4477 0.079
H -1.7084 1.9690 5.6783 0.101
H -0.9585 0.4238 2.9642 0.050
C -0.9698 4.6472 -5.3943 -0.034
C -1.6166 3.8575 -4.2612 -0.452
C -1.3936 2.3285 -4.3456 -0.030
O -1.2140 4.3738 -2.9788 -0.144
H -1.4848 5.6040 -5.4825 0.084
H -1.1116 4.0690 -6.2891 0.071
H 0.0774 4.7834 -5.1821 0.064
H -2.7075 4.0444 -4.2790 0.134
H -1.3524 2.0280 -5.3938 0.080
H -2.1070 1.8314 -3.6870 0.054
H -0.3714 2.2252 -3.9380 0.074
H -0.3143 4.0888 -2.8335 0.031
C 5.1361 -1.8360 -2.6752 -0.043
C 3.8222 -1.1609 -2.4101 -0.483
C 3.5551 -0.1618 -3.4905 -0.061
O 2.7796 -2.1427 -2.3742 -0.081
H 5.3497 -2.5297 -1.8166 0.096
H 5.8682 -1.0258 -2.7107 0.088
H 5.1179 -2.4015 -3.5783 0.078
H 3.8506 -0.6047 -1.4502 0.136
H 2.6872 0.4265 -3.4815 0.050
H 3.5558 -0.5466 -4.5085 0.090
H 4.3877 0.6078 -3.4691 0.103
H 1.9388 -1.6995 -2.2290 0.066
C -4.1919 -1.4744 1.3931 -0.047
C -3.7418 -2.2073 0.1221 -0.552
C -4.4156 -3.5089 0.1294 -0.070
O -4.0607 -1.6037 -1.1120 -0.058
H -3.8194 -2.0448 2.2798 0.084
H -5.3121 -1.4163 1.3892 0.092
H -3.7991 -0.4152 1.4665 0.073
H -2.6706 -2.2937 0.1292 0.075
H -4.1129 -3.9943 -0.8575 0.103
H -5.4819 -3.4562 0.2468 0.077
H -3.9727 -4.2495 0.8366 0.088
H -3.7094 -0.6929 -1.0719 0.037
C -0.9104 -3.7196 1.9328 -0.025
C 0.2115 -3.0098 2.6489 -0.431
C 0.8726 -3.9453 3.7016 -0.027
O 1.2143 -2.4745 1.7265 -0.220
H -1.6544 -3.9794 2.6676 0.085
H -0.3905 -4.6264 1.5384 0.097
H -1.3777 -3.1988 1.1067 0.048
H -0.1118 -2.1157 3.1861 0.097
H 0.4272 -3.8241 4.6797 0.065
H 1.8315 -3.4274 3.7932 0.072
H 0.9620 -5.0373 3.4029 0.101
H 1.6741 -3.1120 1.1531 0.062
C -5.6408 1.4749 -0.7202 -0.051
C -5.2756 2.3038 -1.9069 -0.479
C -5.7032 3.7699 -1.6970 -0.044
O -3.8701 2.2424 -2.0494 -0.175
H -5.2245 0.5103 -0.7837 0.038
H -6.6797 1.1972 -0.6635 0.087
H -5.3465 1.8684 0.2371 0.094
H -5.6088 1.8653 -2.8535 0.144
H -6.7975 3.7994 -1.6481 0.083
H -5.2411 4.2850 -2.5407 0.068
H -5.2123 4.1232 -0.7406 0.095
H -3.4791 1.4453 -1.5907 0.016
```